# 1
{"formula": "C24H38Cl4EuN5O2S", "method": "ωB97M-V/def2-TZVPD", "elements": ["Eu", "N", "C", "C", "C", "N", "C", "C", "N", "C", "H", "H", "H", "H", "H", "H", "H", "H", "H", "H", "H", "H", "H", "H", "H", "H", "Cl", "C", "C", "C", "C", "C", "Cl", "C", "S", "H", "H", "H", "N", "C", "C", "C", "C", "N", "H", "H", "H", "H", "H", "H", "H", "H", "H", "H", "H", "H", "Cl", "C", "Cl", "H", "H", "O", "C", "O", "C", "C", "C", "C", "C", "C", "H", "H", "H", "H", "H"], "coordinates": [[0.058, -0.547, -0.157], [3.566, 2.959, 1.575], [2.213, 2.461, 2.028], [1.167, 3.542, 2.113], [-0.183, 2.825, 2.286], [-0.487, 2.131, 1.024], [-0.139, 1.849, 3.469], [1.077, 0.915, 3.552], [1.037, -0.154, 2.543], [2.362, 1.718, 3.337], [3.485, 3.652, 0.830], [4.074, 2.157, 1.182], [4.121, 3.350, 2.334], [1.970, 1.751, 1.238], [1.139, 4.145, 1.199], [1.361, 4.221, 2.948], [-0.942, 3.580, 2.517], [-0.301, 2.732, 0.228], [-1.473, 1.899, 0.969], [-1.061, 1.260, 3.484], [-0.159, 2.445, 4.386], [1.099, 0.498, 4.564], [0.522, -0.968, 2.857], [1.970, -0.507, 2.355], [3.211, 1.029, 3.300], [2.539, 2.419, 4.160], [0.631, 1.944, -2.196], [2.269, 2.569, -2.082], [2.513, 3.741, -2.771], [3.789, 4.286, -2.756], [4.785, 3.631, -2.052], [4.495, 2.456, -1.376], [5.813, 1.707, -0.503], [3.225, 1.845, -1.339], [2.877, 0.368, -0.503], [1.710, 4.210, -3.322], [4.006, 5.196, -3.297], [5.797, 4.012, -2.028], [-2.212, -1.063, 1.469], [-3.673, -0.985, 1.322], [-4.120, 0.431, 0.949], [-4.544, 0.630, -0.507], [-3.581, 0.136, -1.574], [-2.241, 0.750, -1.462], [-1.890, -2.019, 1.586], [-1.940, -0.595, 2.328], [-4.184, -1.306, 2.234], [-3.966, -1.691, 0.542], [-3.313, 1.124, 1.208], [-4.959, 0.730, 1.580], [-4.756, 1.691, -0.676], [-5.497, 0.117, -0.664], [-4.024, 0.336, -2.554], [-3.464, -0.945, -1.499], [-2.349, 1.721, -1.181], [-1.823, 0.795, -2.384], [-1.610, -2.909, -1.373], [-0.897, -2.805, -3.003], [-0.046, -1.273, -3.292], [-1.705, -2.882, -3.719], [-0.180, -3.609, -3.098], [1.400, -2.412, -0.698], [1.179, -2.953, 0.416], [0.293, -2.511, 1.213], [2.000, -4.141, 0.821], [1.718, -4.840, 1.987], [2.496, -5.932, 2.341], [3.557, -6.317, 1.533], [3.844, -5.616, 0.367], [3.063, -4.528, 0.010], [0.886, -4.524, 2.601], [2.278, -6.486, 3.245], [4.165, -7.168, 1.812], [4.673, -5.918, -0.259], [3.259, -3.958, -0.887]], "forces_ev_per_a": [[-0.7413, 1.4829, 0.0559], [-0.2005, 0.1860, 0.3210], [0.4721, 0.0405, -0.1666], [-0.1016, -0.0386, 0.0030], [0.1241, 0.0393, -0.0661], [-0.0965, -0.0798, -0.0809], [-0.1003, -0.0085, 0.0792], [0.1113, -0.0093, -0.0246], [-0.1740, -0.0033, -0.0691], [-0.0394, -0.1128, -0.0244], [0.0398, -0.0293, -0.1112], [0.1500, -0.2475, -0.2172], [0.0009, 0.0976, 0.0376], [-0.1813, -0.0164, 0.0008], [0.0027, -0.0018, -0.0241], [-0.0666, -0.0325, 0.0451], [0.0065, 0.0349, -0.0258], [0.0080, 0.0859, -0.0046], [-0.0207, -0.0537, 0.1378], [0.0187, -0.0185, -0.0302], [0.0039, 0.0057, 0.0027], [0.0233, 0.0085, -0.0038], [-0.0785, 0.0009, 0.0776], [0.0769, -0.0098, 0.0376], [0.0117, 0.0035, 0.0011], [-0.0789, -0.0193, 0.0185], [0.0765, 0.1010, -0.0118], [-0.1923, -0.1031, 0.0297], [0.1270, 0.0378, 0.0100], [-0.0346, -0.0200, 0.0040], [-0.0672, -0.0475, 0.0187], [0.2340, -0.0837, 0.0997], [-0.0501, 0.0184, 0.0200], [-0.2529, 0.2386, -0.2382], [0.4553, 0.0861, 0.0033], [0.0081, 0.0133, -0.0070], [-0.0118, 0.0025, 0.0003], [-0.0023, 0.0133, -0.0095], [0.1850, 0.0826, -0.0347], [-0.0449, -0.0884, -0.0258], [0.0195, 0.0948, 0.0600], [-0.0995, 0.0234, -0.0143], [0.0293, -0.0886, 0.0189], [0.0847, 0.0675, 0.1076], [-0.0553, -0.0966, -0.0235], [-0.0242, 0.0623, 0.0406], [0.0062, -0.0032, 0.0022], [-0.0006, 0.0114, 0.0026], [0.0127, -0.0312, -0.0186], [-0.0170, -0.0151, -0.0184], [0.0306, 0.0054, 0.0179], [0.0271, -0.0324, -0.0162], [-0.0193, 0.0310, 0.0104], [0.0089, 0.0122, 0.0009], [-0.0420, 0.0431, -0.0552], [0.0094, -0.0714, -0.0714], [-0.0387, -0.0103, -0.2494], [0.0190, -0.0494, 0.0267], [-0.1603, -0.0774, 0.0292], [0.0174, -0.0268, -0.0331], [0.0315, 0.0085, 0.0246], [0.2572, -0.5303, -0.0348], [0.2782, -0.6129, 0.1469], [0.0408, -0.3588, 0.2936], [0.0182, 0.1478, -0.1809], [-0.0331, -0.0136, 0.0511], [-0.0109, 0.0099, 0.0002], [0.0424, -0.0280, -0.0135], [-0.0492, 0.0418, 0.0123], [-0.0200, -0.0394, 0.0607], [0.0108, -0.0100, 0.0010], [-0.0042, 0.0055, 0.0019], [-0.0059, 0.0008, 0.0005], [0.0028, -0.0069, 0.0069], [0.0331, -0.0189, -0.0153]], "lowdin_spin": [7.03, 0.00, 0.00, 0.00, 0.00, 0.00, 0.00, 0.00, 0.00, 0.00, 0.00, 0.00, 0.00, 0.00, 0.00, 0.00, 0.00, 0.00, 0.00, 0.00, 0.00, 0.00, 0.00, 0.00, 0.00, 0.00, 0.00, 0.00, 0.00, 0.00, 0.00, 0.00, 0.00, 0.00, -0.01, 0.00, 0.00, 0.00, 0.00, 0.00, 0.00, 0.00, 0.00, 0.00, 0.00, 0.00, 0.00, 0.00, 0.00, 0.00, 0.00, 0.00, 0.00, 0.00, 0.00, 0.00, 0.00, 0.00, 0.00, 0.00, 0.00, -0.01, 0.00, -0.01, 0.00, 0.00, 0.00, 0.00, 0.00, 0.00, 0.00, 0.00, 0.00, 0.00, 0.00], "e_above_lowest_kj_mol": 37.7, "e_tot_ev": -117303.9173, "homo_lumo_gap_ev": [6.64, 7.69], "multiplicity": 8, "lumo_energy_ev": [-2.224, -2.224], "total_charge": 1}



# 2
{"formula": "C24H38Cl4EuN5O2S", "method": "ωB97M-V/def2-TZVPD", "elements": ["Eu", "N", "C", "C", "C", "N", "C", "C", "N", "C", "H", "H", "H", "H", "H", "H", "H", "H", "H", "H", "H", "H", "H", "H", "H", "H", "Cl", "C", "C", "C", "C", "C", "Cl", "C", "S", "H", "H", "H", "N", "C", "C", "C", "C", "N", "H", "H", "H", "H", "H", "H", "H", "H", "H", "H", "H", "H", "Cl", "C", "Cl", "H", "H", "O", "C", "O", "C", "C", "C", "C", "C", "C", "H", "H", "H", "H", "H"], "coordinates": [[-0.068, -0.646, 0.293], [1.920, 2.160, 0.706], [2.218, 2.709, 2.050], [3.054, 1.742, 2.885], [2.279, 0.524, 3.379], [1.947, -0.408, 2.272], [1.010, 0.950, 4.110], [0.125, 1.926, 3.340], [-0.636, 1.219, 2.273], [0.938, 3.094, 2.788], [2.757, 2.154, 0.133], [0.665, 2.880, -0.201], [1.686, 1.188, 0.831], [2.795, 3.619, 1.887], [3.436, 2.273, 3.763], [3.930, 1.421, 2.313], [2.919, 0.013, 4.102], [1.663, -1.292, 2.680], [2.796, -0.672, 1.784], [1.308, 1.436, 5.044], [0.431, 0.066, 4.395], [-0.588, 2.349, 4.051], [-1.201, 1.910, 1.787], [-1.307, 0.628, 2.752], [1.227, 3.712, 3.644], [0.313, 3.727, 2.149], [2.156, -0.331, -1.517], [3.223, -1.737, -1.529], [4.285, -1.654, -2.411], [5.170, -2.711, -2.483], [4.969, -3.820, -1.677], [3.893, -3.875, -0.807], [3.741, -5.310, 0.150], [2.952, -2.824, -0.684], [1.593, -2.898, 0.419], [4.412, -0.772, -3.028], [6.012, -2.672, -3.163], [5.652, -4.661, -1.718], [-0.689, -2.221, -1.753], [-1.814, -3.170, -1.587], [-3.118, -2.601, -2.121], [-3.462, -1.217, -1.574], [-3.738, -1.186, -0.066], [-2.805, -0.262, 0.640], [-0.743, -1.841, -2.691], [0.172, -2.751, -1.716], [-1.899, -3.405, -0.528], [-1.610, -4.113, -2.091], [-3.925, -3.304, -1.885], [-3.065, -2.555, -3.214], [-4.321, -0.819, -2.120], [-2.634, -0.539, -1.771], [-3.595, -2.175, 0.372], [-4.775, -0.908, 0.118], [-3.077, -0.244, 1.617], [-2.983, 0.676, 0.295], [-1.101, -2.344, 5.131], [-1.504, -3.375, 3.770], [-1.230, -2.550, 2.204], [-2.551, -3.628, 3.816], [-0.870, -4.247, 3.781], [-0.030, 3.311, -0.832], [-0.701, 2.376, -1.445], [-0.668, 1.188, -1.105], [-1.541, 2.839, -2.580], [-2.206, 1.898, -3.356], [-2.991, 2.308, -4.422], [-3.111, 3.661, -4.710], [-2.444, 4.604, -3.937], [-1.655, 4.194, -2.873], [-2.093, 0.847, -3.127], [-3.505, 1.574, -5.031], [-3.725, 3.983, -5.543], [-2.538, 5.659, -4.165], [-1.129, 4.918, -2.264]], "forces_ev_per_a": [[-0.2871, 0.1754, 0.3913], [-0.2735, 0.4742, -0.1069], [-0.0174, -0.0527, -0.1433], [0.0701, 0.0326, 0.0057], [-0.0307, -0.0768, -0.0327], [0.1231, 0.3540, 0.2206], [-0.0319, -0.0153, 0.0704], [0.0207, -0.0754, -0.0896], [0.0997, 0.2156, 0.1473], [-0.0028, 0.0581, -0.0425], [0.0999, 0.0597, -0.0024], [-0.0725, 0.1324, -0.0460], [0.0428, -0.2522, 0.1143], [0.0070, 0.0684, -0.0044], [-0.0210, -0.0182, -0.0313], [0.0062, 0.0062, 0.0075], [0.0234, -0.0456, 0.0504], [-0.1750, -0.1850, 0.0188], [0.1704, -0.0304, -0.1304], [-0.0171, -0.0220, -0.0291], [0.0164, 0.0295, -0.0148], [-0.0537, 0.0404, 0.0730], [-0.0500, 0.1000, -0.0843], [-0.0689, -0.1650, 0.0360], [-0.0132, -0.0130, -0.0392], [0.0356, -0.0417, 0.0294], [0.1698, 0.0772, -0.2035], [0.0047, -0.0738, 0.0537], [-0.0017, 0.0955, -0.0349], [0.1108, -0.0748, -0.0552], [0.0698, -0.0250, -0.0395], [-0.0822, 0.1150, 0.0097], [-0.1259, 0.0741, 0.0535], [0.1035, -0.0137, -0.0599], [0.6024, -0.7123, -0.0738], [-0.0320, -0.0792, 0.0693], [-0.0542, -0.0138, 0.0492], [-0.0725, 0.0649, 0.0164], [-0.5758, -0.1185, -0.3357], [0.0677, 0.0517, -0.0368], [-0.0689, 0.0180, -0.0091], [-0.0786, -0.0069, 0.0641], [0.1144, 0.0078, 0.0271], [-0.2747, -0.2563, -0.1859], [0.0593, 0.1466, -0.1342], [0.2520, -0.0652, 0.1453], [-0.0184, -0.0359, 0.1894], [0.0149, -0.1244, -0.0584], [0.0487, 0.0375, -0.0364], [0.0030, 0.0261, 0.0585], [0.0308, -0.0230, 0.0464], [0.0869, 0.0639, -0.0228], [0.0192, -0.0277, -0.0072], [-0.0815, 0.0207, 0.0427], [0.0053, -0.0111, 0.0836], [0.0539, 0.1099, -0.0948], [0.0115, 0.0554, 0.0360], [0.1779, 0.1273, 0.0199], [-0.3482, -0.3431, 0.3570], [-0.1649, -0.0470, -0.0298], [0.1032, -0.1274, -0.0170], [0.4332, -0.3248, 0.2864], [-0.3841, 0.0347, -0.3342], [0.1128, 0.5787, -0.2988], [0.1527, 0.0140, 0.2177], [-0.0989, -0.1342, -0.1491], [0.0066, -0.0646, 0.0096], [-0.0197, 0.0338, -0.0205], [0.0292, 0.0165, 0.0378], [-0.0247, 0.1754, -0.0131], [0.0072, 0.0801, -0.0416], [0.0388, 0.0511, 0.0403], [0.0400, -0.0163, 0.0523], [0.0077, -0.0734, 0.0169], [-0.0317, -0.0367, -0.0586]], "lowdin_spin": [7.03, 0.00, 0.00, 0.00, 0.00, 0.00, 0.00, 0.00, 0.00, 0.00, 0.00, 0.00, 0.00, 0.00, 0.00, 0.00, 0.00, 0.00, 0.00, 0.00, 0.00, 0.00, 0.00, 0.00, 0.00, 0.00, 0.00, 0.00, 0.00, 0.00, 0.00, 0.00, 0.00, 0.00, -0.01, 0.00, 0.00, 0.00, -0.01, 0.00, 0.00, 0.00, 0.00, 0.00, 0.00, 0.00, 0.00, 0.00, 0.00, 0.00, 0.00, 0.00, 0.00, 0.00, 0.00, 0.00, 0.00, 0.00, 0.00, 0.00, 0.00, 0.00, 0.00, -0.01, 0.00, 0.00, 0.00, 0.00, 0.00, 0.00, 0.00, 0.00, 0.00, 0.00, 0.00], "e_above_lowest_kj_mol": 13.3, "e_tot_ev": -117304.1703, "homo_lumo_gap_ev": [7.20, 7.46], "multiplicity": 8, "lumo_energy_ev": [-2.217, -2.209], "total_charge": 1}



# 3
{"formula": "C24H38IrN11O3Si", "method": "ωB97M-V/def2-TZVPD", "elements": ["Ir", "C", "N", "C", "C", "N", "C", "C", "C", "C", "C", "C", "N", "C", "N", "C", "C", "C", "C", "C", "C", "N", "H", "H", "H", "H", "H", "H", "H", "H", "H", "H", "H", "H", "H", "H", "H", "N", "N", "C", "N", "N", "N", "O", "O", "H", "H", "H", "H", "H", "C", "Si", "C", "C", "H", "H", "H", "H", "H", "H", "H", "H", "H", "C", "N", "C", "C", "C", "O", "H", "H", "H", "H", "H", "H", "H", "H", "H"], "coordinates": [[0.281, -0.114, 0.898], [-0.039, -3.166, 1.242], [0.134, -2.015, 2.165], [1.265, -2.165, 3.113], [2.454, -1.422, 2.598], [2.351, -0.590, 1.597], [3.634, -0.045, 1.421], [4.118, 0.840, 0.459], [5.447, 1.193, 0.540], [6.286, 0.672, 1.545], [5.828, -0.234, 2.476], [4.485, -0.586, 2.379], [3.696, -1.467, 3.120], [0.298, -2.754, -0.143], [0.510, -1.498, -0.470], [0.828, -1.498, -1.853], [1.222, -0.487, -2.733], [1.466, -0.844, -4.041], [1.338, -2.172, -4.485], [0.986, -3.183, -3.623], [0.745, -2.813, -2.302], [0.407, -3.580, -1.193], [-1.069, -3.525, 1.286], [0.593, -4.001, 1.550], [-0.711, -1.914, 2.711], [1.514, -3.216, 3.272], [0.963, -1.773, 4.088], [3.483, 1.193, -0.341], [5.868, 1.869, -0.191], [7.323, 0.978, 1.574], [6.484, -0.656, 3.225], [4.011, -2.066, 3.867], [1.355, 0.523, -2.397], [1.779, -0.087, -4.749], [1.542, -2.406, -5.521], [0.914, -4.210, -3.953], [0.314, -4.583, -1.170], [0.349, 1.384, 2.715], [-0.785, 1.955, 3.333], [-2.030, 1.563, 2.989], [-3.076, 2.082, 3.582], [-1.993, 0.656, 1.970], [-3.149, 0.245, 1.491], [-4.232, 0.371, 2.008], [-3.019, -0.389, 0.386], [0.886, 0.872, 3.411], [0.932, 2.143, 2.380], [-0.645, 2.579, 4.116], [-2.972, 2.759, 4.326], [-4.004, 1.735, 3.386], [-5.082, -2.407, -0.134], [-4.412, -0.841, -0.792], [-5.600, 0.539, -0.913], [-3.399, -1.072, -2.300], [-5.929, -2.701, -0.762], [-5.452, -2.345, 0.891], [-4.335, -3.201, -0.192], [-6.458, 0.147, -1.471], [-5.183, 1.372, -1.481], [-5.988, 0.916, 0.033], [-3.878, -1.834, -2.922], [-2.380, -1.413, -2.089], [-3.338, -0.154, -2.888], [0.270, 4.285, -2.577], [-0.141, 2.967, -2.059], [-1.269, 2.319, -2.739], [0.448, 2.418, -1.013], [1.592, 3.163, -0.390], [0.052, 1.285, -0.608], [-0.377, 4.532, -3.412], [1.299, 4.267, -2.932], [0.159, 5.059, -1.820], [-1.124, 2.403, -3.814], [-2.200, 2.820, -2.470], [-1.322, 1.273, -2.461], [2.393, 3.308, -1.116], [2.001, 2.587, 0.430], [1.288, 4.154, -0.053]], "forces_ev_per_a": [[0.8237, -0.0379, 1.4247], [-0.0544, -0.0643, 0.0433], [0.0060, 0.6122, -0.0351], [0.0395, -0.0950, 0.0261], [-0.0274, -0.0653, 0.1659], [0.6920, 0.3748, -0.0467], [-0.2631, -0.1450, -0.1471], [-0.0034, -0.0569, -0.0050], [0.0852, -0.0283, 0.0421], [-0.0046, 0.0768, -0.0895], [-0.0525, -0.0775, -0.0194], [0.0297, -0.0661, 0.2266], [0.0309, 0.0254, -0.1271], [-0.0377, -0.0871, -0.0058], [-0.0542, -0.5834, -1.4506], [-0.0738, 0.0674, 0.3536], [-0.0386, -0.1775, 0.0490], [0.0239, -0.0457, -0.0549], [0.0493, 0.1230, -0.0923], [-0.0097, -0.0529, 0.1172], [-0.0530, -0.1175, -0.0426], [0.0770, -0.0251, -0.0531], [-0.0298, 0.0712, 0.0273], [0.0015, -0.0058, 0.0047], [-0.0438, -0.1276, 0.0029], [-0.0683, -0.0151, 0.0180], [-0.0141, 0.0441, -0.0108], [0.0379, -0.0141, 0.0114], [0.0023, -0.0030, 0.0163], [-0.0048, -0.0024, -0.0138], [-0.0107, 0.0097, 0.0027], [0.0102, 0.0076, 0.0049], [0.0126, 0.1461, -0.0133], [-0.0019, -0.0098, 0.0171], [-0.0040, 0.0180, 0.0121], [-0.0049, 0.0050, 0.0200], [0.0166, -0.0073, -0.0080], [-0.0961, -0.0309, -0.3184], [-0.2038, -0.1090, 0.1273], [0.6794, -0.5034, -0.5340], [-0.0781, 0.1816, 0.3566], [-1.1375, 0.2978, 0.0108], [-0.1072, -0.0310, 0.2575], [-0.1150, 0.0574, -0.0937], [0.0442, -0.0560, -0.4860], [-0.0039, 0.0449, 0.0107], [0.1001, 0.0818, -0.0414], [0.0473, 0.0162, -0.0180], [0.0049, 0.0357, -0.0619], [0.0497, -0.0173, -0.0528], [0.0050, -0.2226, 0.2863], [-0.0161, -0.1386, 0.2242], [-0.0486, 0.3706, 0.1569], [0.3128, -0.0073, -0.2260], [0.0323, -0.0333, -0.0034], [0.0024, 0.0321, -0.0399], [-0.0723, -0.0414, 0.0128], [0.0201, 0.0536, -0.0513], [-0.0738, 0.0328, -0.0190], [0.0054, -0.0810, -0.0156], [0.0265, 0.0421, -0.0143], [-0.0708, -0.0092, 0.0012], [0.0176, -0.0423, -0.0051], [-0.0761, -0.1305, 0.0294], [-0.0737, 0.1254, -0.2018], [0.0989, 0.0724, 0.0652], [-0.0212, -0.0561, 0.0120], [-0.1007, -0.1137, 0.0250], [-0.2764, 0.5726, 0.0645], [0.0070, 0.0151, -0.0055], [0.0070, -0.0108, -0.0007], [-0.0019, 0.0031, 0.0102], [0.0004, -0.0208, -0.0067], [-0.0021, 0.0208, -0.0074], [0.0487, -0.0362, 0.0258], [-0.0149, 0.0293, -0.0418], [0.0110, -0.0409, 0.1683], [-0.0137, -0.0239, 0.0294]], "lowdin_spin": [0.78, 0.00, 0.02, 0.00, 0.01, 0.09, 0.01, 0.00, 0.00, 0.00, 0.00, 0.00, 0.00, 0.00, 0.00, 0.00, 0.00, 0.00, 0.00, 0.00, 0.00, 0.00, 0.00, 0.00, 0.00, 0.00, 0.00, 0.00, 0.00, 0.00, 0.00, 0.00, 0.00, 0.00, 0.00, 0.00, 0.00, 0.00, 0.00, 0.00, 0.00, 0.04, 0.00, 0.00, 0.01, 0.00, 0.00, 0.00, 0.00, 0.00, 0.00, 0.00, 0.00, 0.00, 0.00, 0.00, 0.00, 0.00, 0.00, 0.00, 0.00, 0.00, 0.00, 0.00, 0.00, 0.00, 0.00, 0.00, 0.03, 0.00, 0.00, 0.00, 0.00, 0.00, 0.00, 0.00, 0.00, 0.00], "e_above_lowest_kj_mol": 41.0, "e_tot_ev": -58731.0862, "homo_lumo_gap_ev": [6.08, 6.56], "multiplicity": 2, "lumo_energy_ev": [-9.062, -9.066], "total_charge": 3}